1.
Computed, not measured: a structure of composition C27H48CeClO2P, with ωB97M-V/def2-TZVPD.

Last column: Löwdin spin population.
CARTESIAN COORDINATES (ANGSTROEM)
Ce -0.56642 0.86829 2.38094  0.850
Cl -3.07006 0.67940 1.83581  -0.001
P -0.19520 0.41274 -0.70988  0.005
C -0.72933 1.47411 4.40259  -0.011
H 0.22125 1.89953 4.86732  -0.002
H -1.72114 1.76737 4.85827  0.001
C 1.21765 -0.50549 -1.53009  -0.001
C -0.13496 2.23201 -1.20819  0.003
C 2.57750 0.11364 -1.16111  0.000
H 1.15481 -1.48906 -1.02789  -0.001
C 3.72794 -0.81570 -1.58776  0.000
H 2.69076 1.08835 -1.66339  0.000
H 2.64001 0.31440 -0.07925  0.001
C 3.64620 -1.23027 -3.05692  0.000
H 4.68267 -0.31529 -1.39048  0.000
H 3.69674 -1.71207 -0.95363  0.000
C 2.24824 -1.71734 -3.47187  0.000
H 3.92729 -0.37924 -3.68963  0.000
H 4.37464 -2.02342 -3.25473  0.000
C 1.12803 -0.76032 -3.03789  0.000
H 2.20414 -1.86055 -4.55993  0.000
H 2.06129 -2.69827 -3.00985  0.000
H 1.22183 0.19066 -3.58398  0.000
H 0.15735 -1.19220 -3.31436  0.000
C -1.79875 -0.24841 -1.44096  0.000
C 0.38234 2.52797 -2.60536  0.001
H -1.20169 2.51193 -1.15059  0.000
C 0.14548 4.01993 -2.93042  0.000
H 1.45981 2.31320 -2.66514  0.000
H -0.11004 1.91290 -3.37268  0.000
C 0.76542 4.96056 -1.89403  0.000
H 0.54263 4.24164 -3.92950  0.000
H -0.94123 4.19013 -2.96889  0.000
C 0.43269 4.57288 -0.45455  0.000
H 1.85418 4.96576 -2.01857  0.000
H 0.41972 5.98159 -2.07779  0.000
C 0.62823 3.06998 -0.17340  0.001
H 1.04428 5.15286 0.24825  0.000
H -0.61848 4.81862 -0.24251  0.000
H 1.69917 2.82018 -0.20619  0.000
H 0.29472 2.88631 0.86590  0.000
C -1.84596 -1.79090 -1.41152  0.001
H -2.51804 0.11051 -0.68305  0.000
C -3.23052 -2.30677 -1.82097  0.000
H -1.08512 -2.20460 -2.09386  0.000
H -1.59934 -2.15364 -0.40150  0.001
C -3.72930 -1.71293 -3.14301  0.000
H -3.20452 -3.39836 -1.89606  0.000
H -3.94287 -2.05395 -1.02502  0.000
C -3.59494 -0.18118 -3.20484  0.000
H -3.16452 -2.15457 -3.97706  0.000
H -4.78066 -1.98695 -3.29722  0.000
C -2.20265 0.31340 -2.80192  0.000
H -3.83172 0.17391 -4.21575  0.000
H -4.33111 0.26754 -2.52366  0.000
H -1.47209 0.00927 -3.56928  0.000
H -2.20814 1.41054 -2.78622  0.000
C -0.02530 -1.29063 2.64450  0.128
C -0.59357 -0.25893 4.25662  -0.070
H 0.55871 -1.23030 1.66001  -0.010
C -1.79923 -0.92382 4.94727  -0.007
H 0.39600 -0.48501 4.78604  0.002
C -1.59185 -2.43257 5.07610  0.000
H -1.95290 -0.45712 5.92492  -0.003
H -2.67181 -0.69499 4.35010  0.000
C -1.45765 -3.07639 3.70050  0.003
H -0.68005 -2.61269 5.66776  0.000
H -2.44024 -2.86708 5.61564  0.000
C -0.14031 -2.72108 3.02524  0.024
H -1.52150 -4.16479 3.80888  0.001
H -2.29095 -2.76049 3.05075  0.000
H 0.71245 -2.99262 3.66527  0.008
H -0.03523 -3.34701 2.11525  0.003
C 3.29651 -1.41028 4.06328  0.003
O 3.08743 -0.16710 3.29961  0.010
C 1.88697 0.23733 2.99113  0.048
O 1.74195 1.37067 2.43352  0.008
H 4.35727 -1.38835 4.33009  0.000
H 3.07333 -2.28034 3.43127  0.000
H 2.67178 -1.42703 4.96948  0.001

Summary:
Total charge: -1
Energy above the lowest of the compared OMol25 structures with the same formula, charge and spin: 3.0150 eV
Spin multiplicity: 2

2.
Computed, not measured: a cluster of 2 separate species, C20H38BrClO10S in total, with ωB97M-V/def2-TZVPD.

Last column: Mulliken charge in e.
CARTESIAN COORDINATES (ANGSTROEM)
C 2.09462 -1.83598 2.51582  0.265
C 2.47178 -1.44708 4.05443  -0.814
C 1.13558 -0.94368 4.78279  0.014
C 0.50536 0.40764 4.17261  -0.511
O -0.92582 0.31947 4.01188  -0.481
C -1.30311 -0.13871 2.70049  1.463
C -1.22458 1.12868 1.66961  -1.046
O -0.27799 0.96563 0.60917  -0.350
C -0.75060 0.26141 -0.53244  1.000
Cl -0.99911 -1.55236 -0.31881  -0.076
C 0.43940 0.39183 -1.64365  -0.620
C 1.86942 -0.08132 -1.09656  -0.245
C 2.21280 -1.57243 -1.61904  -0.659
O 2.05551 -2.57725 -0.59163  -0.061
C 1.97911 -3.90711 -1.16777  -0.675
C -2.05620 0.85816 -1.25341  -0.760
O -3.21475 0.15184 -0.67668  -0.062
O -3.83687 -0.58737 -1.63836  -0.474
O -2.63450 -0.63844 2.57818  -0.368
C -2.91540 -1.79887 3.36039  -0.397
Br -3.42294 -1.38637 5.27447  -0.147
C -1.84061 -2.98582 3.27512  0.314
O -2.57288 -4.23367 2.96990  -0.453
C -2.73231 -4.30959 1.53775  0.810
C -4.06322 -3.91066 0.76654  -0.836
O -1.77670 -4.73476 0.83302  -0.519
H 2.97858 -2.40664 2.06352  0.387
H 1.16252 -2.50531 2.46442  -0.112
H 1.89646 -0.84095 1.99027  -0.367
H 2.86268 -2.35465 4.62797  0.359
H 3.28330 -0.63522 3.96206  0.297
H 0.29954 -1.73366 4.76215  -0.159
H 1.40125 -0.77765 5.89151  0.337
H 0.74743 1.24177 4.93420  0.326
H 1.05007 0.72008 3.20870  0.210
H -0.47336 -0.84335 2.33788  -0.311
H -2.29067 1.40120 1.37974  0.263
H -0.84537 2.00604 2.31969  0.393
H 0.09536 -0.17587 -2.58648  0.545
H 0.50118 1.51909 -1.87772  -0.387
H 2.00759 0.00586 0.02950  0.070
H 2.64779 0.61914 -1.57384  0.333
H 1.50584 -1.79916 -2.50405  0.332
H 3.31715 -1.55008 -1.95307  0.233
H 1.27226 -4.54127 -0.51306  0.168
H 3.01777 -4.39603 -1.12321  0.252
H 1.53681 -3.92805 -2.22287  0.300
H -2.02192 0.51249 -2.34880  0.408
H -2.18349 1.98537 -1.13896  0.248
H -3.86504 -1.53085 -1.32839  0.320
H -3.89087 -2.23823 2.92648  0.440
H -1.32109 -3.17821 4.26930  0.192
H -1.09299 -2.87420 2.40180  -0.165
H -4.12864 -2.77293 0.57729  0.009
H -5.03091 -4.21042 1.29076  0.372
H -4.11309 -4.38477 -0.28371  0.335
C 2.06063 5.96306 -3.99109  -0.604
C 1.36138 5.84663 -5.34643  -0.588
C 1.22831 4.35675 -5.66754  -0.704
S 1.15637 3.50906 -4.09275  1.264
O 2.33606 2.68594 -3.95783  -0.659
O -0.17675 2.98603 -3.89141  -0.650
C 1.36285 4.96304 -3.07874  -0.740
H 2.00408 6.97755 -3.59157  0.342
H 3.11785 5.69933 -4.09707  0.306
H 0.36696 6.30010 -5.28330  0.295
H 1.91102 6.37109 -6.13105  0.315
H 0.31974 4.14663 -6.23256  0.330
H 2.09870 3.98547 -6.21108  0.354
H 1.94187 4.71663 -2.18902  0.416
H 0.36877 5.31596 -2.79545  0.382

Summary:
Energy above the lowest of the compared OMol25 structures with the same formula, charge and spin: 3.2796 eV
Spin multiplicity: 1
SMILES: CCCCO[C@H](CO[C@](Cl)(CCCOC)COO)O[C@H](Br)COC(C)=O.O=S1(=O)CCCC1